The following is a DFT calculation (ωB97M-V with the def2-TZVPD basis set) of a 11-piece molecular cluster, C33H90N2O13 overall in a non-equilibrium geometry.

Positions of all 138 atoms, in Å:
C: -5.36 16.81 17.25
O: -4.59 16.67 16.03
H: -6.25 17.41 17.05
H: -5.62 15.84 17.66
H: -4.61 17.27 17.90
H: -4.77 17.35 15.38
C: -5.54 26.43 22.89
O: -6.64 27.28 22.63
H: -5.72 25.36 23.01
H: -4.79 26.45 22.10
H: -5.10 26.87 23.79
H: -6.31 28.17 22.48
C: -5.41 21.40 15.64
O: -5.78 22.47 16.56
H: -5.61 20.45 16.15
H: -6.04 21.39 14.75
H: -4.38 21.58 15.36
H: -6.74 22.46 16.59
C: -6.14 19.47 19.27
O: -6.05 20.06 20.58
C: -6.89 19.33 21.55
C: -6.29 19.00 22.91
N: -5.67 20.22 23.49
C: -4.87 19.99 24.72
C: -4.09 21.25 25.26
O: -4.86 22.23 25.85
C: -5.50 23.11 24.85
H: -5.69 20.00 18.43
H: -7.17 19.32 18.95
H: -5.75 18.46 19.40
H: -7.26 18.37 21.18
H: -7.76 19.97 21.68
H: -5.68 18.10 22.95
H: -7.12 18.73 23.57
H: -5.23 20.71 22.73
H: -4.18 19.17 24.53
H: -5.48 19.59 25.54
H: -3.41 21.50 24.45
H: -3.55 20.74 26.06
H: -5.53 22.68 23.84
H: -4.81 23.95 24.73
H: -6.48 23.41 25.22
C: -8.71 14.91 20.05
O: -9.68 14.18 20.82
C: -11.10 14.41 20.46
C: -12.15 13.53 21.21
N: -11.86 12.08 21.01
C: -11.85 11.66 19.56
C: -11.29 10.30 19.26
O: -11.82 9.22 20.14
C: -12.92 8.52 19.64
H: -7.72 14.57 20.37
H: -8.63 15.99 20.17
H: -8.73 14.55 19.02
H: -11.24 14.38 19.37
H: -11.35 15.41 20.81
H: -13.18 13.86 21.03
H: -11.88 13.81 22.23
H: -10.98 11.96 21.48
H: -11.26 12.22 18.83
H: -12.88 11.63 19.20
H: -10.21 10.24 19.39
H: -11.44 10.09 18.20
H: -13.79 9.19 19.61
H: -13.17 7.78 20.39
H: -12.75 8.10 18.65
C: -10.81 19.89 18.90
C: -10.46 19.88 17.38
C: -11.60 20.66 16.76
O: -9.19 20.35 17.03
H: -9.92 19.83 19.52
H: -11.62 19.23 19.20
H: -11.22 20.86 19.17
H: -10.56 18.89 16.92
H: -11.32 20.99 15.76
H: -11.92 21.57 17.26
H: -12.34 19.92 16.46
H: -8.97 21.18 17.45
C: -9.97 24.10 24.59
C: -10.70 23.85 23.16
C: -11.12 22.39 22.86
O: -11.78 24.72 23.11
H: -10.53 23.58 25.36
H: -9.86 25.17 24.75
H: -8.99 23.62 24.52
H: -9.97 24.27 22.47
H: -11.94 22.27 22.15
H: -11.43 21.89 23.78
H: -10.29 21.76 22.54
H: -12.28 24.50 22.32
C: -6.24 15.54 24.66
C: -5.76 14.35 23.90
C: -6.61 13.18 24.28
O: -5.85 14.73 22.58
H: -7.15 15.95 24.24
H: -5.71 16.49 24.64
H: -6.39 15.34 25.72
H: -4.77 14.04 24.22
H: -5.98 12.33 24.00
H: -7.61 13.26 23.84
H: -6.62 12.88 25.33
H: -6.79 14.67 22.41
C: -3.00 25.48 27.60
C: -3.99 25.00 28.66
C: -5.38 25.57 28.40
O: -3.95 23.59 28.77
H: -3.14 26.53 27.36
H: -3.30 24.92 26.71
H: -1.94 25.38 27.82
H: -3.63 25.38 29.61
H: -6.13 25.32 29.14
H: -5.72 25.05 27.51
H: -5.33 26.62 28.10
H: -4.10 23.32 27.86
C: -3.42 22.21 19.00
C: -3.45 22.50 20.54
C: -4.66 23.43 20.89
O: -3.67 21.26 21.20
H: -4.40 22.16 18.52
H: -3.03 21.21 18.81
H: -2.75 22.90 18.49
H: -2.50 22.90 20.87
H: -4.48 24.38 20.40
H: -4.52 23.52 21.97
H: -5.62 22.99 20.66
H: -4.42 20.89 20.74
C: -0.60 20.96 23.73
C: 0.70 20.92 24.58
C: 0.98 22.13 25.42
O: 0.70 19.81 25.41
H: -0.90 21.92 23.32
H: -1.48 20.66 24.29
H: -0.51 20.19 22.96
H: 1.55 20.70 23.94
H: 1.38 22.86 24.71
H: 1.67 21.83 26.20
H: 0.04 22.51 25.82
H: 1.55 19.79 25.85

The charge is +1. The multiplicity is 2. As for the expectation value of S²: 0.7544. As for the HOMO-LUMO gap (alpha / beta): 0.296 / 0.112 Eh. For the highest occupied orbital energy (alpha / beta), the calculation gives -10.42 / -10.42 eV. For the LUMO energy (alpha / beta), the calculation gives -0.0870 / -0.2709 Eh.